1.
Formula: C28H28AuGeI2N2O2
Source: the Open Molecules 2025 dataset
Level of theory: the ωB97M-V functional and the def2-TZVPD basis

Output
- Charge: +1
- LUMO: -3.44 eV
- Energy relative to the best compared isomer or geometry (same formula, charge and spin): 0.0 kJ/mol
- HOMO level: -9.70 eV

Last column: natural (NBO) charge in e.
Positions of all 64 atoms, in Å:
Au1 -0.489 -0.173 0.154  0.99
I1 -0.574 3.940 -5.963  0.16
C1 -0.326 3.394 -3.969  -0.21
C2 -1.020 4.066 -2.971  -0.25
C3 -0.884 3.680 -1.648  -0.26
I2 -1.775 4.847 -0.166  0.15
C4 -0.085 2.580 -1.268  0.39
O1 -0.032 2.108 -0.050  -0.89
C5 0.706 2.009 -2.297  -0.18
C6 1.741 1.015 -1.883  -0.25
N1 1.146 -0.312 -1.588  -0.67
C7 2.115 -1.239 -0.992  -0.27
C8 2.395 -0.825 0.434  0.24
C9 3.633 -0.986 1.028  -0.24
C10 3.831 -0.529 2.322  -0.11
C11 2.789 0.100 2.984  -0.23
C12 1.572 0.206 2.345  0.09
N2 1.377 -0.267 1.108  -0.53
C13 0.565 2.390 -3.623  -0.21
H1 -1.662 4.899 -3.222  0.24
H2 2.513 0.911 -2.653  0.20
H3 2.215 1.360 -0.962  0.22
H4 0.784 -0.696 -2.454  0.40
H5 1.700 -2.251 -1.005  0.23
H6 3.057 -1.258 -1.549  0.21
H7 4.435 -1.448 0.469  0.24
H8 4.795 -0.644 2.799  0.24
H9 2.906 0.497 3.981  0.25
H10 0.727 0.687 2.817  0.23
H11 1.176 1.919 -4.384  0.22
Ge1 -1.616 -1.306 2.029  0.99
C14 -2.926 -2.564 1.347  -0.38
C15 -4.262 -2.192 1.202  -0.25
C16 -5.202 -3.093 0.722  -0.21
C17 -4.813 -4.382 0.386  -0.18
C18 -3.488 -4.770 0.539  -0.20
C19 -2.550 -3.864 1.011  -0.24
C20 -0.347 -2.176 3.205  -0.47
C21 0.789 -2.860 2.777  -0.22
C22 1.616 -3.496 3.690  -0.20
C23 1.310 -3.459 5.044  -0.19
C24 0.174 -2.794 5.481  -0.22
C25 -0.649 -2.150 4.566  -0.14
H12 -2.371 -0.219 2.810  -0.14
H13 -4.590 -1.200 1.495  0.21
H14 -6.237 -2.796 0.625  0.23
H15 -5.543 -5.086 0.012  0.23
H16 -3.190 -5.782 0.300  0.23
H17 -1.520 -4.182 1.133  0.21
H18 1.029 -2.915 1.720  0.20
H19 2.498 -4.021 3.347  0.22
H20 1.956 -3.951 5.758  0.23
H21 -0.072 -2.774 6.534  0.23
H22 -1.529 -1.628 4.924  0.21
C26 -3.227 1.596 0.587  -0.27
O2 -3.078 0.842 -0.654  -0.43
C27 -2.196 -0.053 -0.820  0.43
C28 -2.291 -0.668 -2.171  -0.75
H23 -3.816 2.463 0.311  0.24
H24 -2.245 1.899 0.941  0.24
H25 -3.761 0.957 1.282  0.20
H26 -3.327 -0.735 -2.503  0.26
H27 -1.814 -1.644 -2.210  0.24
H28 -1.763 0.033 -2.831  0.28

2.
Formula: C2H2BeO2
Source: the Open Molecules 2025 dataset
Level of theory: the ωB97M-V functional and the def2-TZVPD basis

Output
- Charge: +1
- LUMO (spin up / spin down): -6.84 / -7.28 eV
- 2S+1: 2
- ⟨S²⟩: 0.75
- HOMO level (spin up / spin down): -14.85 / -17.22 eV

Last column: natural (NBO) charge in e.
Positions of all 7 atoms, in Å:
O1 0.355 1.433 0.525  -0.80
C1 -0.554 0.597 0.218  0.19
C2 -0.167 -0.687 -0.284  0.25
O2 1.079 -0.892 -0.526  -0.82
Be1 1.585 0.586 -0.144  1.74
H1 -0.922 -1.340 -0.740  0.23
H2 -1.375 0.302 0.952  0.22

3.
Formula: C18H27N3O2S
Source: the Open Molecules 2025 dataset
Level of theory: the ωB97M-V functional and the def2-TZVPD basis

Output
- LUMO: 0.49 eV
- Energy relative to the best compared isomer or geometry (same formula, charge and spin): 271.5 kJ/mol
- SMILES: Cc1oc(-c2cccs2)nc1CN1CCN(C(C)C)[C@H](CCO)C1
- HOMO level: -7.95 eV

Last column: natural (NBO) charge in e.
Positions of all 51 atoms, in Å:
C1 -2.334 -3.655 0.833  -0.66
C2 -2.574 -2.359 0.152  0.26
C3 -1.962 -1.714 -0.889  0.04
N1 -2.613 -0.531 -1.108  -0.46
C4 -3.574 -0.493 -0.229  0.46
C5 -4.529 0.557 -0.071  -0.27
C6 -4.613 1.718 -0.795  -0.21
C7 -5.679 2.535 -0.381  -0.26
C8 -6.389 1.992 0.644  -0.40
S1 -5.773 0.466 1.133  0.46
H1 -7.244 2.397 1.148  0.24
H2 -5.910 3.486 -0.826  0.23
H3 -3.926 1.950 -1.587  0.24
O1 -3.607 -1.581 0.570  -0.41
C9 -0.753 -2.100 -1.681  -0.24
N2 0.495 -1.529 -1.199  -0.44
C10 0.861 -1.960 0.133  -0.22
C11 2.264 -1.445 0.433  -0.23
N3 2.279 0.006 0.412  -0.47
C12 1.907 0.458 -0.925  -0.03
C13 0.504 -0.080 -1.238  -0.23
H4 0.207 0.237 -2.239  0.20
H5 -0.208 0.343 -0.513  0.18
C14 1.912 1.981 -1.101  -0.44
H6 2.930 2.366 -1.020  0.21
H7 1.566 2.200 -2.116  0.20
C15 1.032 2.727 -0.093  -0.07
O2 1.334 4.105 -0.045  -0.72
H8 1.197 4.479 -0.923  0.46
H9 -0.029 2.582 -0.332  0.16
H10 1.214 2.350 0.915  0.19
H11 2.594 0.029 -1.682  0.17
C16 3.490 0.589 0.986  -0.03
C17 3.530 0.337 2.496  -0.61
H12 3.845 -0.677 2.729  0.20
H13 2.546 0.505 2.924  0.22
H14 4.235 1.021 2.962  0.21
H15 3.404 1.670 0.856  0.20
C18 4.803 0.134 0.334  -0.64
H16 4.778 0.299 -0.741  0.21
H17 5.631 0.704 0.748  0.21
H18 4.987 -0.921 0.521  0.20
H19 2.565 -1.791 1.421  0.20
H20 2.947 -1.873 -0.321  0.17
H21 0.856 -3.053 0.167  0.19
H22 0.165 -1.577 0.899  0.17
H23 -0.890 -1.760 -2.710  0.22
H24 -0.643 -3.188 -1.677  0.20
H25 -1.664 -4.267 0.235  0.23
H26 -3.277 -4.179 0.975  0.23
H27 -1.884 -3.496 1.813  0.23

4.
Formula: C3H6Cl2Si
Source: the Open Molecules 2025 dataset
Level of theory: the ωB97M-V functional and the def2-TZVPD basis

Output
- LUMO (spin up / spin down): -0.52 / -0.34 eV
- Energy relative to the best compared isomer or geometry (same formula, charge and spin): 327.2 kJ/mol
- HOMO level (spin up / spin down): -8.41 / -8.02 eV

Last column: natural (NBO) charge in e.
Positions of all 12 atoms, in Å:
C1 -2.002 -1.040 -1.304  -0.50
C2 -1.224 -0.073 -1.692  -0.25
C3 1.421 -0.213 1.624  -1.14
Si1 0.733 0.998 0.345  1.28
Cl1 -0.020 2.668 1.204  -0.36
Cl2 2.213 1.520 -0.956  -0.38
H1 -2.749 -1.497 -1.949  0.20
H2 -1.964 -1.453 -0.309  0.21
H3 -1.123 0.459 -2.611  0.18
H4 1.351 -1.237 1.277  0.26
H5 2.474 0.002 1.805  0.26
H6 0.891 -0.133 2.568  0.25

5.
Formula: C2H4N3P
Source: the Open Molecules 2025 dataset
Level of theory: the ωB97M-V functional and the def2-TZVPD basis

Output
- LUMO: 0.76 eV
- Energy relative to the best compared isomer or geometry (same formula, charge and spin): 63.1 kJ/mol
- SMILES: Nc1cn[nH]p1
- HOMO level: -8.85 eV

Last column: natural (NBO) charge in e.
Positions of all 10 atoms, in Å:
C1 -0.387 -0.876 0.275  -0.11
C2 -0.215 0.465 0.185  -0.31
N1 -1.679 -1.257 0.187  -0.21
N2 -2.419 -0.170 0.018  -0.60
N3 1.258 1.022 0.287  -0.79
P1 -1.617 1.288 -0.174  0.71
H1 0.472 -1.524 0.096  0.21
H2 -3.390 -0.181 -0.030  0.40
H3 1.747 0.179 0.004  0.35
H4 1.376 1.695 -0.465  0.36

6.
Formula: C4H7ClS
Source: the Open Molecules 2025 dataset
Level of theory: the ωB97M-V functional and the def2-TZVPD basis

Output
- LUMO: -0.11 eV
- Energy relative to the best compared isomer or geometry (same formula, charge and spin): 356.1 kJ/mol
- HOMO level: -8.94 eV

Last column: natural (NBO) charge in e.
Positions of all 13 atoms, in Å:
C1 -0.196 -0.420 -1.681  -0.61
C2 -0.464 -0.669 -0.130  -0.12
C3 0.914 -0.344 0.410  -0.43
C4 -0.225 0.685 0.742  -0.39
H1 -0.904 0.064 -2.355  0.22
H2 0.307 -1.360 -2.182  0.23
H3 0.653 0.404 -1.614  0.21
H4 1.690 -0.059 -0.265  0.22
H5 1.312 -1.091 1.205  0.23
H6 -0.311 1.470 -0.038  0.24
H7 -0.230 2.290 2.844  0.15
S1 -0.870 0.636 2.473  -0.01
Cl1 -1.676 -1.605 0.591  0.06